ORCA calculation (the ωB97M-V functional and the def2-TZVPD basis) on a gas-phase ion, C4H14N3 (charge +1) at a distorted geometry.

The geometry in XYZ format:
```
21
Properties=species:S:1:pos:R:3:forces:R:3:mulliken_charge:R:1
N -0.924502 0.682431 0.602159 -4.65 -1.62 1.73 -0.4325
C 0.252031 0.324231 -0.226997 2.16 0.14 -1.11 0.0203
C -0.025465 -1.118407 -0.828131 1.80 -0.06 0.24 -0.7746
C -0.245501 -2.184352 0.359119 -0.70 0.86 -0.07 -0.5507
N -0.144907 -1.645490 1.805205 -0.41 -0.09 -1.32 -0.6124
C 0.612873 1.464823 -1.315010 -2.23 1.41 1.14 -0.5663
N 0.660721 2.731635 -0.410603 0.04 1.16 -2.82 -0.6588
H -1.194989 1.668164 0.819170 1.54 -0.50 -0.16 0.3658
H -0.896120 -0.039462 1.525867 0.82 1.29 -1.76 0.4966
H -1.921872 0.328198 0.269832 2.69 0.58 -0.21 0.4222
H 1.131569 0.382734 0.558475 -1.60 -0.69 -1.64 0.2008
H -0.853160 -1.229620 -1.537566 -0.43 0.88 0.51 0.3798
H 0.823004 -1.401601 -1.606277 -1.08 0.47 2.25 0.3882
H -1.247885 -2.644978 0.288398 0.19 0.73 0.11 0.3655
H 0.348409 -3.004026 0.034327 1.19 -0.78 0.80 0.3228
H -0.609834 -2.254560 2.474467 -0.08 -0.07 -0.44 0.2436
H 0.767609 -1.470063 2.211168 0.29 -0.24 -0.61 0.2256
H -0.372238 1.571658 -1.912578 1.94 -0.18 0.32 0.3040
H 1.569774 1.402029 -1.954541 -1.75 -0.68 1.06 0.3544
H 0.643652 3.668922 -0.998120 -0.48 -2.62 1.12 0.2852
H 1.626822 2.767733 -0.158362 0.80 0.00 0.85 0.2207
```
Forces are in eV/Å.

Energy above the lowest of the compared OMol25 structures with the same formula, charge and spin, kJ/mol: 256.5
Structure (SMILES): NCC[C@H]([NH3+])CN
Orbital gap, eV: 11.07
Total energy, eV: -8837.36399
Total charge: +1
E_LUMO, eV: -2.9